(1)
Here is one molecule with the formula C4H7N at a distorted geometry from the OMol25 dataset. Energies are from wB97M-V/def2-TZVPD.

Output
Kohn-Sham gap ... 8.99 eV
Electronic energy ... -211.24825 a.u.
SMILES ... C=N/C=C/C
Net charge ... 0
Multiplicity ... 1
Energy above the lowest of the compared OMol25 structures with the same formula, charge and spin ... 70.5 kcal/mol

Bonds (Å) are listed after each position.
Geometry (Å):
1 C 1.242 -1.148 1.395  N2 1.274, H6 1.104, H7 1.131
2 N 1.066 -0.960 0.147  C1 1.274, C3 1.410
3 C 0.450 0.262 -0.196  N2 1.410, C4 1.346, H8 1.125
4 C -0.566 0.401 -1.067  C3 1.346, C5 1.527, H9 1.091
5 C -1.781 1.147 -0.520  C4 1.527, H10 1.116, H11 1.119, H12 1.074
6 H 0.714 -0.472 2.089  C1 1.104
7 H 1.756 -2.116 1.677  C1 1.131
8 H 0.667 1.038 0.589  C3 1.125
9 H -0.616 0.033 -2.093  C4 1.091
10 H -1.856 2.193 -0.902  C5 1.116
11 H -1.502 1.432 0.526  C5 1.119
12 H -2.661 0.642 -0.169  C5 1.074

=====

(2)
Here is one molecule with the formula C4H7N at a distorted geometry from the OMol25 dataset. Energies are from wB97M-V/def2-TZVPD.

Output
Kohn-Sham gap (spin up / spin down) ... 8.85 / 8.69 eV
Electronic energy ... -211.22134 a.u.
Net charge ... 0
Multiplicity ... 1
Energy above the lowest of the compared OMol25 structures with the same formula, charge and spin ... 87.4 kcal/mol

Bonds (Å) are listed after each position.
Geometry (Å):
1 C -0.135 -1.406 -1.480  C2 1.507, N5 1.247, H6 1.181
2 C -0.596 -0.828 -0.167  C1 1.507, C4 1.498, H7 1.082
3 C 0.263 1.344 0.641  C4 1.496, H8 1.079, H9 1.140, H10 1.063
4 C 0.240 -0.136 0.866  C2 1.498, C3 1.496, H11 1.112, H12 1.129
5 N 0.212 -0.318 -1.981  C1 1.247
6 H -0.291 -2.536 -1.788  C1 1.181
7 H -1.663 -0.664 -0.089  C2 1.082
8 H -0.497 1.979 1.070  C3 1.079
9 H 0.061 1.615 -0.447  C3 1.140
10 H 1.201 1.836 0.728  C3 1.063
11 H -0.090 -0.370 1.901  C4 1.112
12 H 1.296 -0.516 0.745  C4 1.129

=====

(3)
Here is one molecule with the formula C4H7N at a distorted geometry from the OMol25 dataset. Energies are from wB97M-V/def2-TZVPD.

Output
Kohn-Sham gap ... 9.17 eV
Electronic energy ... -211.21969 a.u.
SMILES ... C1=CCNC1
Net charge ... 0
Multiplicity ... 1
Energy above the lowest of the compared OMol25 structures with the same formula, charge and spin ... 88.5 kcal/mol

Bonds (Å) are listed after each position.
Geometry (Å):
1 C 0.652 1.106 0.086  C2 1.419, C5 1.494, H6 1.057
2 C -0.749 0.960 -0.080  C1 1.419, C3 1.588, H7 1.201
3 C -1.269 -0.509 0.221  C2 1.588, N4 1.519, H8 1.055, H9 1.067
4 N 0.120 -1.110 0.090  C3 1.519, C5 1.399, H10 1.236
5 C 1.238 -0.268 0.091  C1 1.494, N4 1.399, H11 1.158, H12 1.266
6 H 1.201 2.006 0.172  C1 1.057
7 H -1.681 1.686 -0.297  C2 1.201
8 H -1.637 -0.228 1.169  C3 1.055
9 H -1.855 -0.708 -0.648  C3 1.067
10 H 0.157 -1.954 -0.814  N4 1.236
11 H 1.731 -0.377 -0.950  C5 1.158
12 H 2.092 -0.605 0.962  C5 1.266

=====

Number 1 is which compound? C4H7N